[1]
A structure of composition C25H39N5O3ReSSi. Source: the OMol25 dataset; level of theory: wB97M-V/def2-TZVPD.

As for the expectation value of S²: 0.82. For the orbital gap (spin up / spin down), the calculation gives 6.3 / 6.7 eV. Its spin multiplicity is 2. The net charge is +2. The LUMO energy (spin up / spin down) comes out at -0.2099 / -0.2322 Ha. The electronic energy comes out at -2241.1191 Eh.

Element x y z (Å)
1 Re 1.530520 0.377531 -0.327140
2 C 3.644693 0.720780 3.525789
3 C 2.787804 0.913951 2.318402
4 N 2.781361 0.072479 1.291173
5 C 3.655267 -1.103865 1.332356
6 C 2.992920 -2.194832 0.523950
7 N 2.466060 -1.601838 -0.727741
8 C 3.503844 -1.483443 -1.778492
9 C 2.974658 -0.544348 -2.834197
10 N 2.696602 0.747958 -2.153747
11 C 2.053022 1.731805 -3.073682
12 C 0.551844 1.707738 -2.826698
13 N 0.447874 1.840853 -1.371568
14 C -0.010885 2.904642 -0.790124
15 C -0.785149 3.999794 -1.445986
16 C 0.408645 2.989069 0.590662
17 C 0.140865 4.023617 1.457507
18 C 0.756064 4.046453 2.709817
19 C 1.645883 3.045535 3.032062
20 C 1.899892 2.004266 2.137335
21 N 1.256464 1.958322 0.919452
22 H 4.698180 0.652799 3.247830
23 H 3.383927 -0.196014 4.059455
24 H 3.541824 1.546049 4.222952
25 H 3.793884 -1.456148 2.353605
26 H 4.643753 -0.841172 0.944419
27 H 2.145301 -2.611780 1.065478
28 H 3.693105 -3.002720 0.300827
29 H 1.724951 -2.213776 -1.063636
30 H 3.776845 -2.462018 -2.174646
31 H 4.396495 -1.049708 -1.321924
32 H 2.031999 -0.914466 -3.242009
33 H 3.677855 -0.412596 -3.658173
34 H 3.590797 1.136713 -1.869752
35 H 2.312910 1.512041 -4.109680
36 H 2.440706 2.720344 -2.828543
37 H 0.114839 0.760172 -3.135624
38 H 0.059190 2.512692 -3.366969
39 H -1.273499 3.673662 -2.359563
40 H -0.140225 4.850258 -1.677843
41 H -1.558712 4.354488 -0.766209
42 H -0.523919 4.820225 1.154989
43 H 0.561164 4.851579 3.403344
44 H 2.159862 3.064604 3.981987
45 C -3.019156 -1.907228 2.413788
46 Si -1.585631 -0.746377 2.325000
47 C -1.976005 1.013874 2.767109
48 C -0.066391 -1.405163 3.157491
49 H -3.345410 -1.956506 3.456625
50 H -2.748995 -2.920851 2.112179
51 H -3.870243 -1.574068 1.817773
52 H -2.851748 1.067636 3.416362
53 H -2.196491 1.598204 1.871673
54 H -1.142964 1.490282 3.288377
55 H -0.292278 -1.626132 4.204020
56 H 0.748558 -0.680061 3.135497
57 H 0.266617 -2.333279 2.688303
58 C -6.230506 -2.607095 -3.015775
59 C -4.880450 -2.354411 -2.415129
60 C -4.198494 -1.162735 -2.675259
61 C -2.964589 -0.908914 -2.110259
62 C -2.405975 -1.865578 -1.268924
63 C -3.049681 -3.069209 -1.003110
64 C -4.286652 -3.298547 -1.577419
65 S -0.875541 -1.572755 -0.511533
66 O -0.298740 -2.783603 -0.012150
67 O -0.022555 -0.806922 -1.455276
68 O -1.138951 -0.573443 0.625538
69 H -6.330938 -2.121812 -3.985041
70 H -7.009998 -2.207583 -2.363416
71 H -6.416592 -3.672428 -3.137568
72 H -4.642027 -0.430655 -3.337889
73 H -2.441187 0.014978 -2.319295
74 H -2.581730 -3.816915 -0.377390
75 H -4.794712 -4.234398 -1.383771

Cartesian forces (eV/Å) of the 6 atoms listed first:
0.40 0.14 -0.08
0.00 0.00 0.01
-0.05 -0.11 0.02
0.18 0.02 -0.04
-0.02 0.05 0.06
0.06 -0.03 -0.06

[2]
A cluster of 2 separate species, C2H7NO4PS in total at a distorted geometry. Source: the OMol25 dataset; level of theory: wB97M-V/def2-TZVPD.

For the orbital gap, the calculation gives 8.7 eV. The net charge is -1. The LUMO energy comes out at 0.1259 Ha. The electronic energy comes out at -1175.7705 Eh.

Element x y z (Å)
1 C 1.710447 0.815566 -1.103305
2 C 1.177790 -0.414611 -0.283349
3 N -4.337841 1.805060 0.377240
4 O -0.779297 -2.669805 -0.747813
5 O -2.440866 -1.177184 0.413668
6 O -5.424046 -0.417484 -0.059905
7 O -0.176185 -0.327037 0.042534
8 P -1.064980 -1.676272 0.291817
9 S -4.573854 0.375337 0.786536
10 H 2.778081 0.669588 -1.135826
11 H 1.191007 0.953400 -2.076983
12 H 1.516777 1.743147 -0.615897
13 H 1.732401 -0.437726 0.633666
14 H 1.372458 -1.281854 -0.865383
15 H -4.623730 2.265289 -0.509344
16 H -0.276932 -1.975144 1.378401

Cartesian forces (eV/Å) of the 6 atoms listed first:
-1.41 -1.05 0.16
-0.21 1.71 -0.69
0.26 0.65 -0.09
0.61 -1.29 -0.81
-1.34 0.38 1.23
-0.44 -0.60 -0.33